# 1
This record from OMol25 describes a single C10H8N2O2S molecule in a non-equilibrium geometry. The level of theory is ωB97M-V/def2-TZVPD.

Cartesian coordinates (Å):
1 C 1.956 -2.197 -0.450
2 C -1.965 2.059 0.155
3 C -1.098 1.495 1.039
4 C -2.634 1.135 -0.762
5 C -0.600 0.187 0.907
6 C -2.132 -0.112 -0.925
7 C -1.141 -0.635 -0.052
8 C 2.328 0.100 0.421
9 C -0.527 -2.007 -0.330
10 C 0.856 -1.714 -0.888
11 N 2.976 -2.385 0.177
12 N 2.437 1.446 0.643
13 O 1.841 2.134 1.406
14 O 3.128 1.751 -0.358
15 S 3.430 -0.902 1.035
16 H -2.272 3.128 0.156
17 H -0.496 2.134 1.765
18 H -3.011 1.469 -1.695
19 H 0.269 -0.053 1.475
20 H -2.492 -0.888 -1.582
21 H -1.198 -2.433 -0.970
22 H -0.512 -2.559 0.664
23 H 0.856 -1.153 -1.832

Results
E_tot: -28401.3824 eV
HOMO: -9.166 eV
Frontier orbital gap: 8.346 eV
ΔE to the lowest compared entry with this formula, charge and spin: 875.62 kJ/mol

---

# 2
This record from OMol25 describes a single C10H8N2OS molecule in a non-equilibrium geometry. The level of theory is ωB97M-V/def2-TZVPD.

Cartesian coordinates (Å):
1 N 0.704 -2.090 3.215
2 C 0.293 -1.511 2.346
3 C -0.331 -0.771 1.263
4 C -1.811 -0.414 1.584
5 C -2.687 -0.264 0.639
6 S -2.416 -0.221 -1.128
7 C -0.680 0.165 -1.461
8 C -0.693 0.235 -2.938
9 O 0.255 0.496 -3.663
10 C 0.377 0.493 -0.687
11 N 1.564 0.807 -1.255
12 C 2.594 0.695 -0.362
13 C 2.119 0.398 0.843
14 C 0.548 0.471 0.733
15 H -0.491 -1.563 0.572
16 H -2.056 -0.293 2.581
17 H -3.754 0.012 0.859
18 H -1.685 0.115 -3.358
19 H 1.539 1.033 -2.183
20 H 3.667 0.677 -0.653
21 H 2.636 0.270 1.729
22 H 0.309 1.262 1.324

Results
E_tot: -26359.5380 eV
HOMO: -7.941 eV
Frontier orbital gap: 7.915 eV
ΔE to the lowest compared entry with this formula, charge and spin: 281.67 kJ/mol

---

# 3
This record from OMol25 describes a single C10H8O molecule in a non-equilibrium geometry. The level of theory is ωB97M-V/def2-TZVPD.

Cartesian coordinates (Å):
1 C -2.931 0.237 1.028
2 C -2.602 0.327 -0.286
3 C -1.335 0.224 -0.795
4 C -0.262 -0.015 0.227
5 C 1.095 -0.084 -0.352
6 C 1.574 -0.942 -1.270
7 C 3.020 -0.550 -1.436
8 C 3.229 0.503 -0.512
9 O 2.061 0.777 0.112
10 C -0.584 0.028 1.544
11 C -1.876 0.066 2.014
12 H -3.830 0.386 1.390
13 H -3.494 0.355 -0.990
14 H -0.938 0.227 -1.696
15 H 1.008 -1.805 -1.854
16 H 3.687 -0.948 -1.852
17 H 3.927 1.212 -0.472
18 H 0.198 -0.057 2.073
19 H -1.947 0.060 3.128

Results
E_tot: -12543.2197 eV
HOMO: -8.369 eV
Frontier orbital gap: 9.266 eV
ΔE to the lowest compared entry with this formula, charge and spin: 402.29 kJ/mol

---

# 4
This record from OMol25 describes a single C10H8O3 molecule in a non-equilibrium geometry. The level of theory is ωB97M-V/def2-TZVPD.

Cartesian coordinates (Å):
1 C 2.766 -1.317 0.128
2 O 1.359 -1.231 -0.379
3 C 0.900 -0.055 -0.041
4 C 1.633 1.121 -0.052
5 C 0.775 2.316 0.133
6 C -0.564 2.228 -0.074
7 C -1.146 0.980 -0.134
8 O -2.462 1.013 -0.225
9 C -3.171 -0.316 -0.020
10 O -4.381 -0.146 0.107
11 C -2.530 -1.480 0.033
12 C -1.153 -1.513 -0.031
13 C -0.531 -0.168 0.096
14 H 3.442 -1.327 -0.898
15 H 2.939 -0.397 0.960
16 H 2.840 -2.363 0.658
17 H 2.798 1.212 -0.071
18 H 1.157 3.271 0.150
19 H -1.205 3.131 -0.209
20 H -3.023 -2.521 -0.190
21 H -0.443 -2.438 0.061

Results
E_tot: -16638.3061 eV
HOMO: -8.701 eV
Frontier orbital gap: 8.338 eV
ΔE to the lowest compared entry with this formula, charge and spin: 371.31 kJ/mol

---

# 5
This record from OMol25 describes a single C10H8OS molecule in a non-equilibrium geometry. The level of theory is ωB97M-V/def2-TZVPD.

Cartesian coordinates (Å):
1 C 1.355 2.265 -0.411
2 C 2.292 1.289 -0.078
3 C 0.047 1.941 -0.538
4 C 1.876 0.018 0.237
5 C -0.403 0.597 -0.307
6 C 0.538 -0.385 0.191
7 C -1.799 0.321 -0.211
8 C -2.257 -0.891 0.111
9 C -1.434 -1.923 0.497
10 C 0.018 -1.696 0.496
11 O 0.847 -2.739 0.801
12 S -1.532 -1.744 2.527
13 H 1.699 3.239 -0.507
14 H 3.371 1.409 -0.003
15 H -0.655 2.641 -0.666
16 H 2.667 -0.623 0.516
17 H -2.465 1.030 -0.570
18 H -3.230 -1.185 0.105
19 H -1.787 -2.849 0.338
20 H 0.484 -3.379 1.328

Results
E_tot: -23379.8438 eV
HOMO: -7.760 eV
Frontier orbital gap: 6.713 eV
ΔE to the lowest compared entry with this formula, charge and spin: 249.66 kJ/mol

---

# 6
This record from OMol25 describes a molecular structure, C10H9Br2NOPt in a non-equilibrium geometry. The level of theory is ωB97M-V/def2-TZVPD.

Cartesian coordinates (Å):
1 Pt -0.244 -0.555 0.109
2 C 0.162 -1.757 -1.385
3 H -0.369 -1.356 -2.262
4 H 1.231 -1.839 -1.603
5 H -0.255 -2.749 -1.159
6 H -1.211 -0.891 1.430
7 H -1.339 -1.528 0.945
8 Br 3.601 1.829 -2.270
9 C 2.534 2.500 -0.889
10 C 2.742 3.742 -0.296
11 C 1.928 4.220 0.738
12 Br 2.241 5.957 1.458
13 C 0.859 3.432 1.266
14 C -0.042 3.774 2.296
15 C -1.032 2.876 2.650
16 C -1.138 1.629 2.025
17 N -0.263 1.258 1.070
18 C 0.688 2.148 0.668
19 C 1.458 1.675 -0.416
20 O 1.135 0.512 -0.891
21 H 3.558 4.365 -0.649
22 H 0.052 4.736 2.790
23 H -1.751 3.110 3.432
24 H -1.905 0.901 2.277

Results
E_tot: -157381.4553 eV
2S+1: 3
HOMO (alpha / beta): -5.769 / -9.062 eV
<S²>: 2.04
Frontier orbital gap (alpha / beta): 6.088 / 6.336 eV
ΔE to the lowest compared entry with this formula, charge and spin: 0.00 kJ/mol